128
Properties=species:S:1:pos:R:3:mulliken_charge:R:1 method="wB97M-V/def2-TZVPD" s2=3.79 relative_energy_kj_mol=63.4 e_tot_ha=-4259.851680 homo_ev="-13.066 / -13.064" fmax_ev_per_a=3.2 multiplicity=4 orbital_gap_ha="0.2603 / 0.2231" total_charge=+2
Re 0.23995 -0.77556 -0.21614 0.774
N 3.24125 -0.85850 0.48441 -0.500
C 3.58899 0.54437 0.61458 -0.936
C 2.55607 1.44073 -0.04853 0.241
O 2.79698 2.60737 -0.23219 -0.645
O 1.41092 0.88569 -0.42498 2.008
H 3.51995 -1.40412 1.28834 0.164
H 3.64488 -1.26802 -0.34786 0.285
H 4.55047 0.81080 0.17408 0.617
H 3.59972 0.81949 1.66910 -0.528
O 0.42809 -0.15919 1.98187 0.566
P 0.95605 0.71017 3.09713 -3.239
N -0.21052 0.69870 4.25846 1.323
C -0.20100 1.58388 5.43033 -0.272
C -1.59615 1.39472 6.01707 -0.852
C -1.86713 -0.08872 5.74933 -0.837
C -1.28320 -0.30781 4.35286 0.495
N 2.38247 0.11351 3.67827 0.319
C 3.29606 0.77935 4.64133 -0.263
C 3.97877 -0.36993 5.38907 -0.975
C 3.85902 -1.55307 4.42716 -0.614
C 2.46642 -1.35227 3.85042 0.536
N 1.22280 2.27704 2.72291 1.114
C 2.26674 3.23977 3.14364 -0.451
C 1.66508 4.60915 2.82363 -1.050
C 0.71046 4.32172 1.66245 -0.749
C 0.10424 2.98409 2.06457 0.139
H 0.01565 2.61347 5.13729 0.147
H 0.55326 1.26530 6.15879 0.252
H -2.31900 2.01642 5.48458 0.301
H -1.62988 1.65119 7.07405 0.425
H -2.92454 -0.34462 5.79196 0.431
H -1.33541 -0.69891 6.48167 0.321
H -2.03706 -0.12038 3.58026 -0.249
H -0.89800 -1.31963 4.20723 -0.071
H 2.76548 1.43923 5.32675 0.189
H 4.02850 1.37409 4.09327 0.350
H 3.44579 -0.59395 6.31432 0.363
H 5.00931 -0.12467 5.63698 0.434
H 3.96108 -2.51540 4.92538 0.475
H 4.61508 -1.48159 3.64048 0.256
H 1.71344 -1.71460 4.56327 0.247
H 2.29617 -1.85082 2.90215 -1.097
H 3.17491 3.07864 2.55808 0.227
H 2.50976 3.15620 4.19852 0.374
H 2.43915 5.32699 2.56005 0.471
H 1.10975 4.99455 3.68078 0.353
H 1.28673 4.20663 0.74363 0.232
H -0.04495 5.09693 1.53828 0.488
H -0.24844 2.40008 1.22092 -1.069
H -0.73125 3.12819 2.76253 0.521
C -0.78317 2.82015 -1.61015 -0.917
C -1.65469 1.98811 -0.73072 0.343
N -1.33348 0.88720 -0.05159 1.704
C -2.39885 0.61315 0.79273 -0.162
C -3.36947 1.52593 0.60147 -1.395
N -2.89371 2.38289 -0.36811 0.379
C -3.68519 3.44530 -0.97385 -0.976
N -4.82652 2.87637 -1.62318 0.703
N -6.07889 3.31649 -1.30315 -0.796
N -6.92932 2.72110 -2.03458 -0.487
C -6.26306 1.84596 -2.87734 0.085
C -6.74735 0.97578 -3.85557 -0.790
C -5.82276 0.20098 -4.52185 -0.813
C -4.45002 0.27035 -4.21912 -0.466
C -3.95622 1.13354 -3.26343 0.528
C -4.89536 1.93623 -2.60964 0.816
H 0.24797 2.49189 -1.52205 -0.666
H -0.82468 3.85866 -1.27839 0.612
H -1.09060 2.78222 -2.65692 0.375
H -2.37243 -0.20482 1.48985 -0.022
H -4.34078 1.65108 1.05168 0.663
H -3.06564 3.99057 -1.68171 0.442
H -4.06054 4.12774 -0.21547 0.358
H -7.80682 0.92152 -4.06698 0.460
H -6.15647 -0.47456 -5.29875 0.422
H -3.76594 -0.38139 -4.75105 0.576
H -2.89759 1.16480 -3.03271 -0.163
C -1.05675 -4.48444 -2.13550 -0.753
O -1.43147 -3.08862 -2.05366 -0.139
P -1.62271 -2.21269 -0.75585 -0.370
O -2.12764 -3.29441 0.28282 -0.401
C -2.39189 -2.96550 1.66985 -0.286
O -2.85943 -1.32487 -1.17055 0.416
C -4.13764 -1.93412 -1.48906 -0.916
H -1.87539 -5.01508 -2.61436 0.342
H -0.88389 -4.90299 -1.14630 0.324
H -0.16605 -4.56232 -2.75150 0.161
H -2.29494 -3.88747 2.23233 0.345
H -3.40479 -2.57586 1.76698 0.341
H -1.67581 -2.23556 2.04638 -0.296
H -4.88370 -1.15193 -1.38579 0.209
H -4.35929 -2.75343 -0.80788 0.443
H -4.12581 -2.30583 -2.51106 0.212
F 1.67939 -2.90815 -2.36419 0.384
C 1.67031 -3.44350 -1.13156 -0.675
C 1.08392 -2.74322 -0.08831 0.260
C 1.09293 -3.44062 1.11627 -0.063
F 0.50520 -2.88691 2.18850 -0.341
C 1.67517 -4.67904 1.29532 0.484
F 1.65822 -5.26164 2.48576 -0.318
C 2.28561 -5.30721 0.22357 0.760
F 2.85972 -6.48236 0.37311 -0.297
C 2.27129 -4.68046 -1.00944 0.626
F 2.82511 -5.25951 -2.06714 -0.319
Te 0.38609 -0.14702 -2.87063 -0.288
C 0.39663 -1.22298 -4.70979 1.079
C -0.39173 -0.55893 -5.64706 -0.739
C -0.31663 -0.91969 -6.98513 -0.767
C 0.52527 -1.94899 -7.37675 -0.670
C 1.29606 -2.61443 -6.43247 -0.964
C 1.24425 -2.25286 -5.09338 -0.265
C 2.36366 0.54297 -3.14609 0.408
C 3.46230 -0.28804 -2.96781 -0.189
C 4.73857 0.23549 -3.11810 -0.792
C 4.91200 1.57291 -3.45483 -0.682
C 3.80626 2.38320 -3.66302 -0.771
C 2.52537 1.87227 -3.50451 -0.115
H -1.05573 0.24205 -5.34368 0.381
H -0.91002 -0.39028 -7.71893 0.464
H 0.58526 -2.23482 -8.41865 0.421
H 1.95658 -3.41667 -6.73440 0.476
H 1.86482 -2.77417 -4.38522 0.626
H 3.33574 -1.33684 -2.73164 0.593
H 5.59770 -0.40772 -2.97386 0.493
H 5.90874 1.98333 -3.54799 0.424
H 3.93218 3.42290 -3.93439 0.489
H 1.66555 2.51205 -3.66232 0.400

---

117
Properties=species:S:1:pos:R:3:mulliken_charge:R:1 method="wB97M-V/def2-TZVPD" s2=0.76 relative_energy_kj_mol=0.0 e_tot_ha=-3273.522300 homo_ev="-6.936 / -7.275" fmax_ev_per_a=1.8 multiplicity=2 orbital_gap_ha="0.2681 / 0.2296"
In -0.35264 0.29169 -0.23544 1.844
O -1.23862 1.89452 -1.44790 -0.775
C -0.66551 3.02505 -1.60033 0.474
C -1.36085 4.23410 -1.31307 -0.641
C -0.80777 5.46020 -1.56388 -0.399
C 0.46396 5.57349 -2.13898 -0.706
C 1.18012 4.43395 -2.39344 -0.915
C 0.66913 3.15990 -2.08999 0.642
C 1.53108 2.04178 -2.20912 -0.204
N 1.26948 0.83116 -1.88130 -0.112
C 2.31933 -0.13179 -2.02047 -0.676
C 1.72799 -1.52833 -1.89568 -0.732
N 1.03094 -1.61107 -0.65504 1.113
C 1.28117 -2.58156 0.13398 -1.338
C 0.77210 -2.77991 1.44534 1.910
C 1.03860 -4.01931 2.05739 -0.847
C 0.69487 -4.27414 3.35707 -0.947
C 0.08311 -3.26262 4.10431 -0.796
C -0.18443 -2.04664 3.54350 -0.458
C 0.15056 -1.72971 2.19394 -0.615
O -0.06995 -0.54782 1.77727 -0.085
H -2.34471 4.14381 -0.87573 0.469
H -1.35330 6.35954 -1.31171 0.421
H 0.87420 6.54560 -2.37145 0.400
H 2.17208 4.49814 -2.82363 0.366
H 2.53389 2.26455 -2.60606 0.310
H 3.05601 0.01737 -1.22305 0.000
H 2.81701 -0.02021 -2.99288 0.716
H 2.52636 -2.28300 -1.95917 0.540
H 1.01560 -1.68047 -2.71038 -0.150
H 1.98231 -3.35939 -0.21633 -0.195
H 1.52210 -4.78766 1.46544 0.411
H 0.90407 -5.22959 3.81103 0.495
H -0.15816 -3.43908 5.14362 0.385
H -0.65055 -1.26339 4.12116 0.491
C -4.27155 -0.24281 0.90374 -1.557
C -2.82699 0.01972 0.54284 0.257
O -2.30617 1.08030 0.93221 -0.528
N -2.18106 -0.84411 -0.19723 0.002
Te -2.55996 -2.90301 0.46077 1.084
C -2.15871 -5.09577 1.00323 -0.626
C -2.62178 -5.58411 2.22438 1.478
C -3.44250 -4.76469 3.17785 -2.096
C -2.35444 -6.90298 2.58218 -0.853
C -1.60660 -7.74164 1.77496 0.809
C -1.31535 -9.16003 2.17144 -1.677
C -1.10739 -7.22698 0.58600 -0.888
C -1.36640 -5.91978 0.20441 1.254
C -0.79046 -5.39535 -1.07255 -1.368
C -3.51195 -3.34337 -1.40997 0.107
C -2.95564 -2.92227 -2.61665 0.378
C -1.60838 -2.28330 -2.70083 -0.490
C -3.66558 -3.11372 -3.79671 -0.962
C -4.90626 -3.72429 -3.81167 0.712
C -5.65877 -3.90523 -5.09661 -1.605
C -5.43590 -4.15669 -2.60194 -1.079
C -4.76526 -3.96260 -1.40447 0.963
C -5.38567 -4.42392 -0.12521 -1.394
H -4.76990 0.71609 1.01642 0.513
H -4.30182 -0.77183 1.85669 0.247
H -4.76015 -0.83556 0.13279 0.206
H -3.32509 -3.70017 2.98325 0.177
H -3.13902 -4.96730 4.20339 0.510
H -4.49712 -5.02594 3.08203 0.343
H -2.74411 -7.27955 3.51970 0.366
H -1.88657 -9.44399 3.05297 0.378
H -0.25375 -9.27899 2.39320 0.322
H -1.56391 -9.84315 1.35930 0.360
H -0.50482 -7.85976 -0.05306 0.411
H 0.01486 -6.03315 -1.42990 0.467
H -0.40422 -4.39059 -0.90167 -0.098
H -1.56015 -5.34095 -1.84171 0.305
H -1.02187 -2.52449 -1.81523 -1.018
H -1.70201 -1.19413 -2.73710 0.422
H -1.08576 -2.61706 -3.59820 0.722
H -3.22484 -2.77186 -4.72301 0.393
H -5.06389 -3.57136 -5.94361 0.349
H -6.58297 -3.32776 -5.08603 0.337
H -5.92129 -4.95129 -5.24799 0.365
H -6.39912 -4.64678 -2.58935 0.430
H -6.40211 -4.76927 -0.28764 0.460
H -5.40118 -3.61193 0.60293 0.211
H -4.80091 -5.23876 0.29548 0.162
O 1.06820 1.95444 0.82302 0.343
C 0.86940 2.88390 1.58320 -0.870
C -0.47285 3.47778 1.89627 0.701
C -0.61714 3.59631 3.42446 -1.213
C 0.04677 2.44474 4.20058 0.032
C 1.52117 2.68630 4.56252 -0.963
C 2.45576 2.61366 3.34782 0.262
N 1.92328 3.44808 2.28379 -0.031
H -1.22867 2.79808 1.50694 -0.499
H -0.57984 4.45327 1.41550 0.463
H -1.68271 3.59506 3.65199 0.517
H -0.21656 4.54917 3.78310 0.409
H -0.04623 1.52171 3.62197 -0.300
H -0.49939 2.30718 5.13810 0.433
H 1.84107 1.93526 5.28776 0.485
H 1.61640 3.66924 5.04031 0.319
H 2.50859 1.59281 2.97365 -0.612
H 3.46240 2.94986 3.61043 0.353
H 1.68790 4.36222 2.65711 0.399
C 5.88974 -0.01186 -0.33064 -0.854
N 5.60314 -1.18929 0.42836 0.194
C 6.35887 -2.41321 0.28403 -0.670
C 5.66150 -3.37028 1.26813 -0.620
N 4.43979 -2.65948 1.57999 0.064
C 4.49439 -1.36132 1.18280 -0.178
S 3.39312 -0.20428 1.55215 -0.179
H 6.86390 0.39923 -0.05897 0.289
H 5.12169 0.72384 -0.09351 0.225
H 5.87702 -0.22362 -1.40393 0.316
H 7.41019 -2.24030 0.53563 0.364
H 6.30766 -2.77944 -0.75105 0.316
H 6.26700 -3.53876 2.16780 0.307
H 5.43714 -4.33931 0.81391 0.299
H 3.83176 -2.93811 2.33211 0.243

---

Q: Look up the multiplicity of the first one.
A: 4